[1]
C24H56N8O8 as an isolated structure, computed with ωB97M-V/def2-TZVPD.

The geometry in ORCA input format:
```
! RIJCOSX wB97M-V def2-TZVPD def2/J DEFGRID3
* xyz 0 1
O 0.8235 1.7427 4.6324
O -0.7062 3.2024 0.9676
O 2.1162 0.0408 -1.6752
O 0.4434 -4.3203 -3.0993
O -1.4888 -1.7545 -5.7774
O -2.9834 -0.8851 1.6010
O -2.4690 0.4290 -4.4041
O 1.5671 -0.5315 1.7563
N 2.8348 -1.9437 -0.9468
N -1.0201 -1.8402 2.2751
N 0.2137 -3.5919 -1.0035
N 0.3728 0.6444 0.2261
N 1.4494 3.2248 3.1012
N -1.8482 2.6671 2.8973
N -2.3192 2.1517 -2.9071
N 0.2358 -1.0740 -4.3427
C -1.9499 1.5180 -4.0629
C -1.2671 3.5216 1.9938
C -1.8660 1.2303 2.8352
C 0.6065 -0.6346 -2.9445
C -0.4483 -0.5747 -0.0636
C 3.4934 -2.3367 -2.1508
C -0.3338 -3.1434 2.3769
C -0.4973 -0.7109 3.0902
C 1.2852 0.5497 1.1575
C -2.5006 3.1146 4.1202
C 1.3942 -1.3836 -5.1424
C 2.0378 -0.8420 -0.8633
C -0.1909 1.8672 -0.3621
C -3.2479 1.5571 -1.9435
C 1.3259 3.6407 1.6430
C 0.1338 -3.4611 -2.3259
C 2.9495 -2.9160 0.1565
C 0.3942 -4.8820 -0.3406
C 0.8119 2.0999 3.4451
C -1.1090 -1.2769 -4.7138
C -2.2108 -1.8509 1.6350
C -1.5412 3.3232 -2.5311
C -0.2080 -2.5746 -0.0551
C 2.3045 4.0639 3.8974
H -0.3975 -1.7010 -0.6788
H -0.7720 -4.0063 1.8753
H -0.4523 1.8569 -1.4202
H 3.1621 4.5324 3.4146
H -1.1972 -2.9065 0.2601
H -1.8578 3.1299 5.0003
H -0.2442 -2.4990 -2.7050
H -2.9016 0.9846 3.0704
H 2.5857 -2.5470 1.1155
H -0.7431 3.5663 -3.2326
H -2.7243 4.1736 3.9910
H 2.4248 -3.8237 -0.1416
H -2.6398 1.0748 -1.1782
H -1.3543 0.7097 2.0257
H -3.9331 0.8285 -2.3766
H -0.3057 -0.2299 -2.5061
H 2.2898 3.7925 1.1573
H -1.0390 2.1980 0.2375
H -1.4972 -0.4336 0.1968
H 1.8578 -2.2299 -4.6356
H -0.5717 -5.1997 0.0522
H 0.5545 2.6610 -0.3156
H 1.4905 0.0012 -2.8959
H 0.9382 4.6440 1.4660
H -1.1609 4.5373 2.4052
H 1.0755 -1.5153 -6.1764
H 0.7591 3.0194 0.9497
H 0.1449 1.8433 2.6076
H 1.0607 -4.7674 0.5142
H -1.7709 -0.8566 -3.9410
H -2.4084 -2.8254 1.1621
H -1.0713 0.1776 2.8269
H 1.7481 1.5156 1.4122
H 0.5712 -0.5480 2.9493
H 2.0033 -0.4805 -5.1818
H 4.5170 -2.4364 -1.7898
H -1.0407 3.2346 -1.5669
H -3.3911 2.5424 4.3803
H 0.9095 -1.5162 -2.3797
H 4.0293 -2.9746 0.2933
H 3.2229 -3.3582 -2.4181
H 1.6394 4.7586 4.4104
H -1.2382 0.8347 3.6336
H -2.3117 4.0937 -2.5056
H -0.1354 -1.3256 0.6620
H -0.4310 -0.9991 4.1393
H 1.3264 -0.7660 -0.0264
H 0.5755 -2.3883 0.6794
H 0.7202 -3.0239 2.1262
H 0.8668 -5.4914 -1.1109
H -0.3383 -3.4469 3.4238
H 2.6860 3.6006 4.8073
H -3.8355 2.3518 -1.4837
H -1.1969 2.0459 -4.6682
H 3.4326 -1.6207 -2.9705
H -0.2186 -0.8515 -1.0925
*
```

As for the HOMO-LUMO gap: 8.08 eV. The calculation puts the HOMO energy at -0.290 hartree. As for the energy above the lowest of the compared OMol25 structures with the same formula, charge and spin: 3136.4 kJ/mol.


[2]
A 2-piece molecular cluster, C6H12N2O overall, computed with ωB97M-V/def2-TZVPD.

The geometry in ORCA input format:
```
! RIJCOSX wB97M-V def2-TZVPD def2/J DEFGRID3
* xyz 0 1
O -2.1929 -0.1661 -1.4370
N 1.0779 0.2126 0.4639
N -2.1538 -1.9113 1.4176
C 0.3674 -0.6811 -0.2275
C 1.1412 1.5676 -0.0390
C -1.6867 0.0219 -0.1695
C 0.8815 0.3217 1.8857
C 0.5297 -0.7946 -1.6947
C -2.0652 -0.9379 0.7705
H 1.3173 1.5085 -1.1070
H 2.0079 2.0094 0.5335
H 0.8443 -1.8853 -2.0369
H 0.8234 -0.6494 2.3757
H -0.4592 -0.4844 -2.1698
H -0.0450 0.8982 2.0248
H -1.6517 0.9844 0.1642
H -2.3937 -1.1666 -1.5676
H 0.1442 -1.6663 0.3241
H 1.4240 -0.1194 -1.9533
H 1.7608 0.7419 2.3052
H 0.3285 2.1962 0.1373
*
```

As for the HOMO-LUMO gap: 8.25 eV. The calculation puts the HOMO energy at -0.276 hartree. As for the energy above the lowest of the compared OMol25 structures with the same formula, charge and spin: 386.7 kJ/mol.


[3]
A 2-piece molecular cluster, C17H33N3O3PS2 overall, computed with ωB97M-V/def2-TZVPD.

The geometry in ORCA input format:
```
! RIJCOSX wB97M-V def2-TZVPD def2/J DEFGRID3
* xyz 1 1
S -0.1755 -1.6197 0.5792
S -2.2852 4.4105 -0.1926
P -1.2074 -0.3081 -0.4043
O -5.0120 -6.9595 1.3496
O -4.1619 -5.0043 1.8526
O 0.1908 4.4581 0.8778
N -1.1141 2.9136 1.7639
N 0.6977 2.2032 -1.3102
N 0.0970 2.8933 2.4269
C 0.7705 -0.5607 -2.4278
C -3.6364 -6.9564 3.2845
C 3.0493 2.0798 -0.5840
C 0.8223 3.8078 1.8817
C -4.3364 -6.3214 2.1046
C -0.3500 1.6864 -2.2584
C -1.5979 3.9736 -1.8099
C 3.9268 -0.1836 0.4785
C 1.8472 1.2306 -1.0126
C -3.4775 -4.1206 2.7416
C 3.7532 2.7607 -1.7713
C -1.9780 -4.1538 2.5341
C 2.0259 0.2983 -2.1884
C 4.0327 1.3362 0.3671
C -0.5262 0.1809 -2.0664
C -1.6663 2.4724 -2.1772
C -1.0367 3.8485 0.8731
H -1.2796 -0.1017 -2.8033
H -2.7200 -7.4245 2.9274
H 0.8503 -1.5131 -1.9137
H -3.3917 -6.2691 4.0899
H 0.2512 2.3933 -0.4151
H 5.0452 1.5724 0.0457
H 1.4908 0.6318 -0.1726
H 2.6213 2.8971 0.0075
H -1.7406 -3.9282 1.4964
H -1.5595 -5.1349 2.7613
H 4.7256 3.1169 -1.4423
H -2.3765 1.9872 -1.5099
H 0.7156 -0.7822 -3.4935
H 3.2108 3.6529 -2.0946
H 4.5954 -0.5119 1.2732
H -3.7592 -4.3148 3.7773
H 3.9011 2.1012 -2.6200
H 2.2772 0.8315 -3.1043
H -1.4901 -3.4165 3.1722
H -1.3416 0.9099 0.2867
H 1.0977 3.0606 -1.6855
H 3.9288 1.7739 1.3591
H 2.8590 -0.3655 -1.9802
H -2.1047 2.4170 -3.1724
H -2.2579 4.5138 -2.4857
H -0.6184 4.4304 -1.9425
H -2.5301 -0.6993 -0.6559
H -3.8633 -3.1328 2.4917
H 0.0499 1.8142 -3.2639
H 4.2823 -0.6778 -0.4232
H 2.9354 -0.5412 0.7497
H 1.8310 4.0731 2.1458
H -4.2875 -7.7297 3.6830
*
```

As for the HOMO-LUMO gap: 8.55 eV. The calculation puts the HOMO energy at -0.422 hartree.


[4]
C21H30AsCrN2O7S4 as an isolated structure, computed with ωB97M-V/def2-TZVPD.

The geometry in ORCA input format:
```
! RIJCOSX wB97M-V def2-TZVPD def2/J DEFGRID3
* xyz -2 4
As 3.2710 -1.9149 3.3894
Cr 0.4707 -0.1442 1.5453
S 3.1508 -0.3425 5.0222
S 2.8765 -3.8208 4.2947
S 5.3685 -1.5810 2.7569
S 2.2045 -1.5676 1.3977
O -0.4945 -1.2604 2.8379
O 0.9151 1.2546 5.1436
O 0.3426 1.4278 0.2241
O -3.2569 -4.7681 -2.7360
O -1.2498 1.1711 2.3175
O -2.0818 -1.3694 4.4314
O 1.3491 0.8942 3.0381
N -1.6496 -2.9080 -1.3387
N -0.8561 -1.0907 0.1157
C 2.2051 1.4056 -1.3264
C 2.5829 0.8604 -2.5400
C 1.6634 0.7623 -3.5503
C 3.0505 2.6451 0.8362
C -3.1603 -4.9011 -1.2884
C 0.3558 1.0841 -3.3603
C -1.6068 -0.8947 3.4014
C -0.0964 1.6255 -2.1658
C 4.3872 0.6923 -0.1774
C 3.3987 1.8903 -0.4495
C 0.8044 1.5208 -1.0139
C -1.8293 -2.7722 -2.7927
C -0.7816 1.9635 3.4287
C -1.3152 -1.8536 -0.6356
C -1.3952 2.4106 -2.1543
C -1.9750 -4.1598 -0.6345
C -3.1200 -3.4112 -3.1707
C -1.0845 3.8236 -1.5448
C -2.6474 1.8184 -1.4314
C -2.2586 0.2532 2.7099
C 0.5767 1.3478 3.9071
H 4.7382 0.2444 -1.1388
H -0.9640 3.6976 -0.4701
H -1.1286 -4.8862 -0.6052
H -1.8175 -1.6436 -2.9963
H -3.1794 1.1514 -2.1377
H -0.3870 0.9825 -4.2086
H -3.3480 2.6213 -1.2063
H -3.2261 -3.4487 -4.2521
H -0.6192 2.9926 3.0243
H -1.8991 4.5471 -1.7319
H -2.9504 0.7639 3.3742
H -3.0112 -5.9462 -1.0717
H 3.9522 2.6087 -1.1128
H -0.1804 4.2190 -1.9669
H 2.1862 3.3094 0.7043
H -4.1253 -4.6644 -0.8105
H -0.9892 -3.2616 -3.3162
H 5.2600 1.0256 0.4567
H -3.9740 -2.7842 -2.8300
H -1.5087 1.8976 4.2613
H 3.5946 0.5547 -2.7187
H -2.2484 -3.8971 0.4180
H 1.9598 0.5343 5.1106
H 3.9340 3.2991 1.0517
H 2.0168 0.3487 -4.4906
H -2.8348 -0.0163 1.7971
H -2.4813 1.2727 -0.5127
H 3.8898 -0.0907 0.4039
H -1.6461 2.4768 -3.1924
H 2.8725 2.0007 1.6801
*
```

As for the HOMO-LUMO gap (alpha / beta): 4.37 / 4.37 eV. The calculation puts the HOMO energy (alpha / beta) at -0.033 / -0.033 hartree. As for the energy above the lowest of the compared OMol25 structures with the same formula, charge and spin: 176.5 kJ/mol.


[5]
A 2-piece molecular cluster, C3H10NO2 overall, computed with ωB97M-V/def2-TZVPD.

The geometry in ORCA input format:
```
! RIJCOSX wB97M-V def2-TZVPD def2/J DEFGRID3
* xyz 1 1
O 1.5780 1.8267 0.8287
O -1.5461 0.9090 0.7599
N -0.6136 -0.0917 -0.9602
C 0.1802 -0.9750 -1.9129
C -0.7363 -0.0681 0.3505
C -0.1372 -0.8907 1.4141
H 0.8307 2.4405 0.7329
H -0.2822 -0.8094 -2.7830
H 1.1260 -0.4957 -1.8196
H 0.0205 -1.9903 -1.5230
H -1.0797 0.6821 -1.4529
H 0.9220 -0.9066 1.0816
H -1.6977 0.9163 1.7104
H -0.3037 -0.4598 2.2891
H -0.4454 -1.9122 1.2291
H 2.1847 1.8251 0.0550
*
```

As for the HOMO-LUMO gap: 11.91 eV. The calculation puts the HOMO energy at -0.568 hartree. As for the energy above the lowest of the compared OMol25 structures with the same formula, charge and spin: 130.5 kJ/mol.


Number 1: strongest force on any atom 0.18956 hartree/bohr. Number 2: strongest force on any atom 0.08002 hartree/bohr. Number 3: strongest force on any atom 0.01524 hartree/bohr. Number 4: strongest force on any atom 0.07220 hartree/bohr. Number 5: strongest force on any atom 0.13140 hartree/bohr.